No. 1
This record from the OMol25 dataset describes a cluster of 2 separate species, CH2OS2 in total. The level of theory is the ωB97M-V functional and the def2-TZVPD basis.

Computed properties:
Net charge: 0
E_HOMO (eV): -9.6
LUMO (eV): 0.050
E_tot (Eh): -910.7861
Orbital gap (eV): 9.70

The geometry in XYZ format:
```
6
CH2OS2 | the OMol25 dataset | the ωB97M-V functional and the def2-TZVPD basis
S -3.713 -0.189 -0.221
O -0.716 -0.207 -0.758
S 0.002 -0.536 0.807
H 0.789 -1.295 0.113
C -3.526 1.147 0.415
H -0.126 0.245 -1.348
```

These are the Mulliken partial charges, in e, on atoms 1 to 2: -0.05, -0.47



No. 2
This record from the OMol25 dataset describes a structure of composition CH2S3. The level of theory is the ωB97M-V functional and the def2-TZVPD basis.

Computed properties:
Net charge: 0
E_HOMO (eV): -8.8
LUMO (eV): -0.556
E_tot (Eh): -1233.8138
Orbital gap (eV): 8.28

The geometry in XYZ format:
```
6
CH2S3 | the OMol25 dataset | the ωB97M-V functional and the def2-TZVPD basis
C 0.035 0.072 -0.068
H -1.590 1.532 0.325
S -0.312 -0.043 -1.685
H 1.373 -0.273 1.646
S 1.016 -1.197 0.489
S -0.703 1.134 1.099
```

These are the Mulliken partial charges, in e, on atoms 1 to 2: 0.22, 0.13



No. 3
This record from the OMol25 dataset describes a cluster of 16 separate species, CH30F3O18S in total. The level of theory is the ωB97M-V functional and the def2-TZVPD basis.

Computed properties:
Net charge: -1
E_HOMO (eV): -8.3
LUMO (eV): 2.298
E_tot (Eh): -2108.3702
Orbital gap (eV): 10.56

The geometry in XYZ format:
```
53
CH30F3O18S | the OMol25 dataset | the ωB97M-V functional and the def2-TZVPD basis
H 15.798 -2.683 -1.321
O 19.185 0.110 -1.012
C 16.747 -1.733 -5.013
H 12.725 -4.500 -4.365
H 18.310 -4.409 -8.077
F 17.276 -0.598 -5.450
H 17.656 -5.247 -6.050
O 17.201 -5.636 -5.294
H 13.621 -1.751 -2.297
H 14.698 -5.895 -3.066
H 16.049 -0.563 -0.299
F 16.853 -2.650 -5.974
H 17.169 1.793 -7.559
F 15.454 -1.546 -4.750
H 15.844 -4.972 -2.655
O 19.230 -4.154 -0.932
H 14.685 1.030 -2.105
O 18.124 1.778 -7.428
H 18.497 0.077 -1.687
H 15.205 1.447 -4.767
H 13.778 -3.961 -5.320
O 15.287 2.065 -5.514
H 15.864 2.758 -5.180
O 16.909 -3.639 -3.343
H 17.138 -4.912 -4.643
O 18.987 -4.477 -7.395
H 20.745 -2.384 -3.983
O 17.101 -1.418 -2.426
H 15.897 0.263 -2.654
H 19.219 -3.639 -1.747
O 21.637 -2.705 -4.221
H 21.970 -2.130 -1.866
O 11.973 -0.999 -5.299
H 20.570 -1.676 -1.446
O 15.212 -5.623 -2.299
H 18.702 0.082 -0.178
H 12.423 -2.660 -2.148
O 12.688 -1.826 -2.545
O 14.925 -2.637 -0.918
H 18.228 1.479 -6.519
H 14.781 -3.517 -0.550
H 19.803 -4.214 -7.831
O 12.950 -4.453 -5.299
O 15.696 -0.002 0.403
O 15.081 0.709 -2.923
S 17.554 -2.338 -3.461
H 21.553 -3.662 -4.176
O 18.986 -2.346 -3.640
H 12.734 -1.560 -5.477
O 21.370 -2.106 -1.110
H 12.154 -0.638 -4.424
H 20.106 -3.978 -0.570
H 15.321 -0.635 1.021
```

These are the Mulliken partial charges, in e, on atoms 1 to 2: 0.21, -0.65



No. 4
This record from the OMol25 dataset describes a cluster of 16 separate species, CH30O18 in total. The level of theory is the ωB97M-V functional and the def2-TZVPD basis.

Computed properties:
Net charge: -2
E_HOMO (eV): -4.1
LUMO (eV): 5.184
E_tot (Eh): -1410.5195
Orbital gap (eV): 9.30

The geometry in XYZ format:
```
49
CH30O18 | the OMol25 dataset | the ωB97M-V functional and the def2-TZVPD basis
H 2.217 -0.303 -1.468
O 0.002 1.121 0.344
C -0.124 -0.198 0.278
H -0.943 -1.411 2.176
H -0.845 0.355 -1.990
H -0.116 -1.817 -1.883
H -1.290 1.741 -0.168
H -1.088 -2.196 3.583
O -3.222 -1.487 0.093
H 0.924 3.280 2.228
O -0.461 3.338 -1.784
H -1.194 2.883 -1.410
O 0.537 -0.872 1.147
O 2.624 -2.504 1.023
H -0.605 1.878 -2.566
O -1.547 -1.768 2.878
O -0.813 0.957 -2.807
H -2.622 1.465 -1.028
H -3.470 -1.249 0.955
H 2.996 0.397 0.916
H -1.478 -3.582 -0.327
O -1.121 1.276 2.661
O -2.377 -1.476 -3.461
H 2.275 2.202 -1.239
H 1.024 1.156 -1.084
H 3.260 -2.076 1.586
O 0.210 -2.450 -2.527
H 1.601 1.059 0.874
H 1.731 -2.082 1.060
O 2.540 1.216 1.220
H -2.284 -1.248 0.023
H -0.495 1.082 3.343
H -0.415 -2.594 0.091
H 1.753 0.825 3.369
O -2.210 2.011 -0.331
O -0.585 -0.672 -0.823
O 1.791 1.454 -1.592
H 0.465 2.524 0.872
H -0.902 4.152 -1.767
H -0.780 0.951 1.838
H 2.749 -1.312 -0.482
H -2.379 -0.850 -4.138
O 0.701 3.367 1.266
H -1.464 -1.752 -3.236
H 1.007 -0.209 2.651
O 2.835 -1.077 -1.406
O 1.204 0.050 3.534
H 1.043 -1.975 -2.690
O -0.654 -3.560 0.193
```

These are the Mulliken partial charges, in e, on atoms 1 to 2: 0.37, 0.53